Density functional theory data (the ωB97M-V functional and the def2-TZVPD basis) for a structure of composition C8H15Li2NO8 in a non-equilibrium geometry.

Its maximum force is 0.04532 Eh/bohr. As for the net charge: -2. As for the orbital gap: 4.2 eV. For the energy above the lowest of the compared OMol25 structures with the same formula, charge and spin, the calculation gives 0.531 eV.

```
34
Properties=species:S:1:pos:R:3:forces:R:3
Li 2.1084 -14.7429 -1.1082 0.957 1.021 -0.647
Li 2.7420 -12.1011 -0.7253 0.031 -0.834 -1.868
C 4.5668 -14.6781 -1.4059 -0.030 0.752 -2.206
O 5.6322 -14.9161 -2.0631 -0.273 -0.403 1.205
O 3.8008 -15.6309 -0.9158 -0.283 0.027 0.466
O 4.0839 -13.4526 -1.4149 -0.214 -0.206 1.413
C 1.2633 -12.3925 -2.7460 0.573 -1.354 -1.536
O 0.6982 -12.8249 -3.8020 -0.232 0.522 0.694
O 1.1282 -13.0755 -1.6098 -0.171 -0.001 0.871
O 2.0930 -11.4097 -2.7581 -0.443 0.551 0.990
C 0.7236 -13.0336 1.3420 -0.527 -0.078 0.215
O 2.0619 -12.7915 1.0110 0.268 -0.299 0.483
C 2.7213 -11.9692 1.9330 0.187 0.786 0.241
C 2.4141 -10.4927 1.6127 0.374 -0.784 0.502
N 2.9271 -10.1733 0.2977 -0.041 -0.070 0.405
C 2.2475 -9.0730 -0.3457 -0.394 0.777 -0.242
C 2.8631 -8.7486 -1.6814 -0.303 -0.527 -0.689
O 3.9602 -7.8565 -1.4908 0.066 0.030 0.246
C 4.7062 -7.6661 -2.6603 -0.018 0.038 -0.443
H 0.1349 -12.1101 1.4002 0.012 -0.009 -0.049
H 0.6504 -13.5469 2.3140 0.102 0.030 -0.033
H 0.2764 -13.6481 0.5674 0.126 0.095 -0.200
H 3.7978 -12.1398 1.8495 -0.042 -0.172 -0.232
H 2.4472 -12.1970 2.9732 -0.160 -0.079 -0.050
H 2.8275 -9.8725 2.4264 -0.159 0.147 -0.081
H 1.3291 -10.4025 1.6097 -0.053 0.316 -0.047
H 3.9263 -10.0067 0.3420 -0.003 0.046 -0.119
H 2.2112 -8.1336 0.2469 0.333 -0.210 0.129
H 1.1919 -9.3178 -0.4837 0.130 -0.432 -0.170
H 2.1016 -8.3440 -2.3666 0.124 0.360 0.220
H 3.1669 -9.6772 -2.1861 0.030 0.017 0.233
H 5.7588 -7.5292 -2.4068 -0.006 0.019 0.089
H 4.3670 -6.7793 -3.2186 -0.033 -0.008 0.089
H 4.6194 -8.5189 -3.3412 0.072 -0.069 0.118
```
Forces are in eV/Å.